(1)
12
Properties=species:S:1:pos:R:3 method="wB97M-V/def2-TZVPD" multiplicity=1 relative_energy_kj_mol=53.8 lumo_ev=-0.22
H -0.540 -1.654 -0.829
C -0.562 -0.708 -1.426
H -1.421 -0.099 -1.098
H -1.478 -0.031 1.149
H -0.671 1.473 0.662
C -0.677 0.663 1.404
S 3.389 0.087 0.100
C 1.766 0.090 0.073
H -0.949 1.108 2.352
H -0.705 -0.974 -2.472
S 0.992 0.235 -1.481
S 0.855 -0.191 1.563

---

(2)
12
Properties=species:S:1:pos:R:3 method="wB97M-V/def2-TZVPD" multiplicity=1 relative_energy_kj_mol=187.5 lumo_ev=0.62
S -1.964 -0.011 -0.107
H 2.329 -0.148 -1.034
H -0.581 -1.141 1.689
C -0.895 1.253 -0.567
S 0.768 1.503 0.266
H -1.363 -2.192 0.574
S 0.736 -1.423 -0.376
H 2.351 -0.308 0.766
C -0.829 -1.264 0.659
H -0.755 1.333 -1.713
H -1.417 2.388 -0.085
C 1.620 0.009 -0.071

---

(3)
11
Properties=species:S:1:pos:R:3 method="wB97M-V/def2-TZVPD" multiplicity=1 relative_energy_kj_mol=359.1 lumo_ev="0.17 / 0.01"
H -0.711 -0.420 -2.073
C 2.016 -0.277 0.199
H -1.870 0.728 0.673
C -0.847 -0.274 -1.011
H 0.402 -0.939 1.967
H 2.177 -0.233 -0.916
H -2.860 0.485 -0.791
Se 1.302 -1.707 0.946
S -1.278 -1.562 0.009
C -1.958 0.235 -0.327
H 1.966 0.664 0.744

---

(4)
10
Properties=species:S:1:pos:R:3 method="wB97M-V/def2-TZVPD" multiplicity=1 relative_energy_kj_mol=11.1 lumo_ev=0.78
H -0.116 0.744 -1.133
Se 2.529 0.031 -0.110
H 2.511 -0.832 -1.291
C 0.618 -0.425 0.400
C -1.767 0.546 0.145
H -2.178 1.186 -0.580
H 0.782 -0.244 1.505
C -0.458 0.371 -0.231
H 0.307 -1.481 0.374
H -2.228 0.104 0.921

---

(5)
26
Properties=species:S:1:pos:R:3 method="wB97M-V/def2-TZVPD" multiplicity=1 lumo_ev=-1.15
O -1.393 0.489 -0.268
O -1.212 2.955 -0.239
C 6.100 -1.579 -0.315
O 4.001 -0.683 -0.717
O -3.457 1.874 0.072
F 0.268 -1.225 1.693
H 6.810 -2.003 -1.019
K 1.226 -0.634 -0.803
H 5.548 -2.445 0.051
N 5.182 -0.687 -1.065
C -4.244 2.712 -0.760
S -1.970 1.761 -0.526
H -3.589 3.453 -2.734
H -5.293 2.427 -0.709
O 5.641 -0.036 -1.976
O -2.439 1.841 -2.103
H 6.525 -1.075 0.544
H -4.331 1.832 -2.735
H -4.244 3.747 -0.415
F 0.676 -3.262 3.068
F -1.784 -3.469 3.432
F -2.146 -1.472 2.047
F -0.613 -1.316 3.960
F -0.833 -3.346 1.126
C -3.690 2.521 -2.184
As -0.736 -2.379 2.577

---

(6)
15
Properties=species:S:1:pos:R:3 method="wB97M-V/def2-TZVPD" multiplicity=1 relative_energy_kj_mol=30.3 lumo_ev=0.19
C 1.983 0.793 -0.997
H -0.080 1.114 -0.785
O -1.384 -2.147 1.554
C 0.689 0.723 -0.236
Cl 1.665 0.267 -2.645
O -1.451 0.244 1.571
Cl 1.620 -1.158 1.464
H 0.833 1.285 0.649
H -2.021 -2.300 2.240
H 0.586 -1.485 -0.649
C 0.425 -0.719 0.271
H 2.807 0.093 -0.641
B -0.915 -0.934 1.080
H 2.283 1.735 -1.056
H -2.341 0.101 2.001